(1)
ORCA calculation (ωB97M-V with the def2-TZVPD basis set) on a 2-piece molecular cluster, CH2N2OS2 overall.

ORCA input file:
```
! wB97M-V def2-TZVPD RIJCOSX def2/J DEFGRID3
* xyz 0 1
C -2.5126 -0.2627 0.0597
N -3.0413 -0.4546 -0.9561
N 1.2860 -0.4838 -0.2353
O 1.6819 1.9623 0.2784
S -1.7259 -0.0531 1.4361
S 2.2508 0.9417 -0.5422
H 0.7469 -0.2949 0.6239
H 1.3142 -1.3548 -0.6644
*
```

HOMO energy (alpha / beta) = -10.5 / -8.0 eV
LUMO (alpha / beta) = -0.40 / -3.75 eV


(2)
ORCA calculation (ωB97M-V with the def2-TZVPD basis set) on a single CH2N2OS2 molecule.

ORCA input file:
```
! wB97M-V def2-TZVPD RIJCOSX def2/J DEFGRID3
* xyz 0 1
O -2.3269 2.5142 -0.0484
N -1.4694 1.8497 0.4086
N -0.6916 0.8439 -0.6054
C 0.1558 -0.0629 -0.1482
S 0.9566 -1.1169 -1.1899
S 0.2832 -0.1994 1.6512
H -1.1476 0.8565 -1.4936
H 0.6751 -1.4822 1.6419
*
```

HOMO energy (alpha / beta) = -8.8 / -8.8 eV
SMILES = O=NNC(=S)S
LUMO (alpha / beta) = -1.31 / -1.31 eV


(3)
ORCA calculation (ωB97M-V with the def2-TZVPD basis set) on a 2-piece molecular cluster, CH2N2OS2 overall.

ORCA input file:
```
! wB97M-V def2-TZVPD RIJCOSX def2/J DEFGRID3
* xyz 0 1
C 0.9237 0.0791 0.0646
N -2.0110 -0.3774 -0.3200
N -1.0112 -0.2194 -0.9818
O -3.2229 -0.3901 -0.4741
S 2.0678 0.7072 -0.8533
S 0.6392 -0.3788 1.6796
H -1.0159 0.0997 -2.0124
H 2.0184 -0.2909 2.1508
*
```

HOMO energy (alpha / beta) = -8.5 / -7.4 eV
LUMO (alpha / beta) = -1.11 / -1.56 eV


(4)
ORCA calculation (ωB97M-V with the def2-TZVPD basis set) on a single CH2N2S2 molecule.

ORCA input file:
```
! wB97M-V def2-TZVPD RIJCOSX def2/J DEFGRID3
* xyz 0 1
C 0.7267 0.2149 0.0078
N 0.3193 -1.0812 0.1896
N -0.6640 -1.6732 0.1965
S -0.7462 1.3920 0.3021
S -2.2281 0.3142 -0.4324
H 1.4781 0.4993 0.7415
H 1.1142 0.3340 -1.0052
*
```

HOMO energy (alpha / beta) = -7.7 / -7.7 eV
LUMO (alpha / beta) = -0.95 / -0.95 eV


(5)
ORCA calculation (ωB97M-V with the def2-TZVPD basis set) on a 2-piece molecular cluster, CH2N3 overall.

ORCA input file:
```
! wB97M-V def2-TZVPD RIJCOSX def2/J DEFGRID3
* xyz 1 1
C -1.1377 0.1451 -0.2875
N 2.0661 0.0494 0.6031
N -0.2495 -0.4922 0.1203
N 3.0138 -0.3721 0.1994
H -1.6932 0.6471 -1.0563
H -1.9994 0.0227 0.4211
*
```

HOMO energy = -18.5 eV
LUMO = -10.05 eV


(6)
ORCA calculation (ωB97M-V with the def2-TZVPD basis set) on a single CH2N3O3P molecule.

ORCA input file:
```
! wB97M-V def2-TZVPD RIJCOSX def2/J DEFGRID3
* xyz 0 1
N 0.1576 2.1130 -0.5771
C 0.2870 0.8795 0.0237
N 0.9060 -0.1253 -0.5243
P 0.6219 -0.9743 1.0045
O -0.9895 -1.5715 0.7059
N -0.8713 -2.6107 -0.0710
O 0.2520 -2.9116 -0.3510
O -0.0315 0.5909 1.3223
H 0.0771 1.9201 -1.5656
H -0.4093 2.6899 0.0325
*
```

HOMO energy = -9.8 eV
SMILES = N[C@@]12N=[P@]1(ON=O)O2
LUMO = 0.08 eV


(7)
ORCA calculation (ωB97M-V with the def2-TZVPD basis set) on a single CH2N3OP molecule.

ORCA input file:
```
! wB97M-V def2-TZVPD RIJCOSX def2/J DEFGRID3
* xyz 0 1
C 0.6725 0.0093 -1.0868
N -0.2499 0.2497 0.9546
N 0.8558 0.6806 1.2690
N -0.3867 -0.2079 -0.3567
O -1.6446 -0.7339 -0.5303
P 2.3238 0.9777 1.3916
H 0.4225 -0.1878 -2.1112
H -1.9934 -0.7878 0.4697
*
```

HOMO energy = -8.4 eV
LUMO = -0.82 eV


(8)
ORCA calculation (ωB97M-V with the def2-TZVPD basis set) on a single CH2N4O molecule.

ORCA input file:
```
! wB97M-V def2-TZVPD RIJCOSX def2/J DEFGRID3
* xyz 0 1
O -0.0481 2.0398 -0.0693
C -0.0077 0.8292 -0.0130
N 1.0514 -0.0638 0.1032
N 0.6455 -1.3506 0.1086
N -0.6076 -1.3779 0.0434
N -1.0383 -0.0980 -0.0099
H 2.0308 -0.0657 -0.1149
H -2.0260 0.0870 -0.0481
*
```

HOMO energy = -10.0 eV
SMILES = O=c1[nH]nn[nH]1
LUMO = 0.88 eV


(9)
ORCA calculation (ωB97M-V with the def2-TZVPD basis set) on a single CH2N4O molecule.

ORCA input file:
```
! wB97M-V def2-TZVPD RIJCOSX def2/J DEFGRID3
* xyz 0 1
N -0.8749 -0.0304 1.6718
C -0.2119 -0.0116 0.5817
N 0.7259 -0.9451 0.0796
N 0.9036 -0.6351 -1.1303
O 0.1112 0.4888 -1.4095
N -0.4008 1.0283 -0.1480
H -1.2022 0.9524 1.8853
H -0.8923 -0.7169 2.5885
*
```

HOMO energy = -9.6 eV
SMILES = Nc1nnon1
LUMO = 0.23 eV


(10)
ORCA calculation (ωB97M-V with the def2-TZVPD basis set) on a single CH2N4O molecule.

ORCA input file:
```
! wB97M-V def2-TZVPD RIJCOSX def2/J DEFGRID3
* xyz 0 1
N 1.4705 0.0594 -0.1582
C 0.1445 0.1988 -0.3829
N -0.6859 0.6621 -1.1346
O -2.3543 -0.0596 -0.1787
N -1.7570 -0.6274 0.7070
N -0.6241 -0.7573 0.9781
H 1.7333 -0.2075 0.7787
H 2.0730 0.7315 -0.6094
*
```

HOMO energy = -10.4 eV
LUMO = -0.72 eV


(11)
ORCA calculation (ωB97M-V with the def2-TZVPD basis set) on a single CH2N4O molecule.

ORCA input file:
```
! wB97M-V def2-TZVPD RIJCOSX def2/J DEFGRID3
* xyz 0 1
H -2.4568 -0.6360 0.1526
N -1.9356 0.1846 -0.0099
C -0.7020 -0.0831 0.1065
N 0.1300 0.9904 -0.1939
N 1.3913 0.6246 0.0603
N 1.3045 -0.6069 0.0389
O 0.0680 -1.1624 -0.0590
H -0.1057 2.0849 0.4127
*
```

HOMO energy = -9.8 eV
SMILES = [H]/N=c1/[nH]nno1
LUMO = 0.44 eV


(12)
ORCA calculation (ωB97M-V with the def2-TZVPD basis set) on a single CH2N4O molecule.

ORCA input file:
```
! wB97M-V def2-TZVPD RIJCOSX def2/J DEFGRID3
* xyz 0 3
C 1.3740 0.0778 -0.0560
N -0.8438 0.8583 0.0990
N -0.8158 -0.8585 -0.2799
N 0.4587 1.0442 -0.0364
N 0.4073 -1.0612 -0.2512
O 2.5422 0.0169 -0.0516
H -1.5265 1.4568 0.5713
H -1.5960 -1.5344 0.0048
*
```

HOMO energy (alpha / beta) = -7.6 / -10.5 eV
LUMO (alpha / beta) = 0.66 / -1.78 eV


Respective F_max values: 4.3 4.2 2.2 3.2 3.9 3.0 4.2 1.3 8.9 1.2 8.2 7.0 eV Å⁻¹.
Respective total energy values: -27764.2807 -27764.2978 -27761.3492 -25717.7673 -5527.6291 -20968.4016 -16868.8100 -9076.1675 -9073.2806 -9073.0099 -9072.8259 -9070.8895 eV.
Respective energy above the lowest of the compared OMol25 structures with the same formula, charge and spin values: 2.008 1.991 4.940 1.444 3.545 0.839 3.423 0.131 3.017 3.288 3.472 0.000 eV.